{"formula": "C42H105N7", "method": "ωB97M-V/def2-TZVPD", "elements": ["N", "N", "N", "N", "N", "N", "N", "C", "C", "C", "C", "C", "C", "C", "C", "C", "C", "C", "C", "C", "C", "C", "C", "C", "C", "C", "C", "C", "C", "C", "C", "C", "C", "C", "C", "C", "C", "C", "C", "C", "C", "C", "C", "C", "C", "C", "C", "C", "C", "H", "H", "H", "H", "H", "H", "H", "H", "H", "H", "H", "H", "H", "H", "H", "H", "H", "H", "H", "H", "H", "H", "H", "H", "H", "H", "H", "H", "H", "H", "H", "H", "H", "H", "H", "H", "H", "H", "H", "H", "H", "H", "H", "H", "H", "H", "H", "H", "H", "H", "H", "H", "H", "H", "H", "H", "H", "H", "H", "H", "H", "H", "H", "H", "H", "H", "H", "H", "H", "H", "H", "H", "H", "H", "H", "H", "H", "H", "H", "H", "H", "H", "H", "H", "H", "H", "H", "H", "H", "H", "H", "H", "H", "H", "H", "H", "H", "H", "H", "H", "H", "H", "H", "H", "H"], "xyz": [[-2.604, -5.321, -2.219], [-4.438, -0.178, -4.754], [-0.385, 2.798, 4.793], [0.155, 3.730, -2.419], [4.355, 0.249, 0.498], [3.022, -1.061, 4.493], [-0.111, -0.414, 0.009], [-0.223, -4.666, -2.245], [-1.960, 0.326, -4.263], [-2.365, -6.526, -3.033], [4.940, 1.491, -0.023], [-1.324, -1.177, 0.353], [-4.451, -3.889, -1.407], [-2.620, -6.469, -4.570], [3.381, 0.838, 2.953], [-3.412, 0.795, -4.439], [-1.413, -2.696, -0.148], [-4.883, -1.037, -3.584], [-1.878, 3.280, -1.018], [1.919, -1.901, 5.058], [0.087, 5.184, -2.549], [0.558, 5.712, -3.865], [3.965, -1.000, 6.855], [0.929, 0.956, 5.924], [-1.852, 3.864, 6.635], [-0.480, 3.744, 5.873], [1.239, 1.485, 0.878], [0.174, -0.173, -1.421], [4.716, -1.573, 2.039], [2.531, 3.660, -1.880], [5.767, 2.305, 0.977], [-0.375, 1.408, 5.189], [-3.994, -4.952, -2.399], [-0.063, 0.790, 0.894], [-5.920, -2.119, -3.936], [2.502, 0.277, 4.130], [3.209, -0.956, -1.413], [1.423, 3.141, -2.808], [-3.948, 0.002, -7.276], [4.265, -1.047, 5.349], [5.307, -0.814, 0.910], [-0.372, 3.149, -1.201], [0.843, -2.212, 3.989], [-1.138, 2.394, 2.419], [-1.644, -4.238, -2.480], [-0.927, 0.522, -2.199], [-4.044, -0.906, -5.979], [3.078, -0.186, -0.120], [-1.452, 2.968, 3.799], [-1.832, -0.469, -3.527], [1.168, 1.691, 6.692], [6.248, -0.387, 1.255], [0.242, 3.597, 6.677], [2.582, 0.899, 5.022], [-5.534, -3.857, -1.292], [-2.184, -0.645, -0.053], [2.756, 4.683, -2.183], [-3.351, 1.636, -5.129], [1.122, 0.365, -1.444], [1.018, 2.520, 1.141], [-1.255, 1.183, 5.791], [0.224, 5.114, -4.713], [4.809, -0.800, 7.515], [-1.924, -3.458, -1.772], [-2.264, -3.222, 0.284], [0.229, -4.867, -3.217], [-1.646, 4.030, 3.648], [-1.641, 2.967, 1.640], [2.204, -2.882, 5.440], [-1.458, 0.045, -5.188], [4.161, 2.229, -0.216], [1.463, 0.168, 3.820], [-4.960, 0.392, -7.385], [-1.442, 1.117, -3.721], [-0.406, 0.862, 4.245], [6.685, 1.782, 1.245], [-0.065, 2.509, 2.266], [-1.352, -6.911, -2.911], [-6.199, -2.654, -3.028], [1.725, 3.310, -3.841], [3.578, -1.908, 7.318], [-3.284, 0.840, -7.064], [-0.918, 1.412, 0.630], [2.482, 0.726, -0.138], [3.444, 3.070, -1.802], [-1.107, 1.538, -1.850], [1.279, -2.607, 3.071], [0.181, -1.120, -1.961], [3.354, 1.926, 2.890], [0.383, -3.887, -1.782], [-2.082, -5.584, -4.909], [-0.284, 0.556, 1.935], [-3.942, -1.353, -3.133], [3.171, -0.286, 7.076], [-2.399, 2.557, 4.149], [3.062, 0.437, 1.991], [-2.180, -7.327, -5.079], [5.460, -1.464, 0.048], [5.195, 2.494, 1.886], [-1.455, -1.323, 1.425], [-6.734, -1.619, -4.461], [0.222, 6.705, -4.162], [-1.374, -2.724, -1.237], [3.749, -2.036, 1.847], [1.902, 0.988, 1.587], [3.624, -1.957, -1.299], [0.885, -0.102, 6.185], [-3.653, -6.257, -4.846], [-0.154, -5.512, -1.562], [4.596, -1.019, 2.970], [0.093, 3.470, -0.268], [5.351, -2.407, 2.337], [-4.506, -5.832, -2.008], [-3.568, -0.615, -8.091], [-1.837, 4.586, 7.452], [-3.966, -2.916, -1.493], [4.966, -1.871, 5.220], [-1.409, 1.343, 2.324], [2.225, -1.097, -1.859], [5.981, 3.307, 0.604], [-5.429, -2.777, -4.653], [-0.317, 4.728, 5.433], [1.641, 5.603, -3.924], [4.799, -0.124, 5.124], [-2.279, 2.628, -0.243], [-4.301, -4.682, -3.409], [1.701, 1.522, -0.109], [-0.120, 2.090, -1.151], [-0.511, -3.199, 0.202], [-3.866, 1.383, -3.641], [0.209, -3.051, 4.276], [-2.664, 4.248, 6.017], [-1.873, -0.011, -2.100], [-4.259, -4.309, -0.420], [1.801, 1.033, 5.275], [3.705, -0.357, -2.176], [-0.632, 0.545, -3.248], [-5.333, -0.313, -2.905], [0.531, 5.710, -1.704], [-2.222, 4.305, -0.884], [4.406, 0.495, 3.091], [5.381, 1.403, -1.016], [-4.661, -1.773, -6.215], [-0.902, 5.642, -2.556], [2.499, -0.779, 0.588], [-2.417, 2.953, -1.907], [0.291, -1.310, 3.722], [-2.186, 2.848, 6.846], [2.250, 3.733, -0.830], [-1.642, -3.805, -3.480], [1.301, 2.059, -2.780], [-3.038, -1.316, -5.896], [1.483, -1.376, 5.908], [-2.884, -7.384, -2.606]], "de_lowest_kj_mol": 1597.3, "gap_ev": 8.01, "max_force_ev_per_a": 7.0, "molar_mass_g_mol": 708.351, "e_lumo_ev": 0.699, "homo_energy_ha": -0.2686}